(1)
Molecular formula: C20H56N5O6Pb
Method: DFT, ωB97M-V/def2-TZVPD

orbital gap: 8.20 eV
energy above the lowest of the compared OMol25 structures with the same formula, charge and spin: 77.1 kcal per mole

```
! RIJCOSX wB97M-V def2-TZVPD def2/J DEFGRID3
* xyz 1 1
Pb -8.132 -4.556 -22.062
O -6.429 -5.979 -22.968
H -5.529 -6.344 -22.867
C -8.936 0.114 -21.704
C -8.812 -1.378 -21.428
C -9.967 -1.904 -20.558
O -10.000 -3.413 -20.569
C -11.027 -3.928 -19.707
N -8.870 -2.088 -22.664
H -8.043 0.323 -22.294
H -8.894 0.670 -20.767
H -9.871 0.344 -22.214
H -7.917 -1.458 -20.811
H -10.952 -1.529 -20.836
H -9.809 -1.433 -19.587
H -12.014 -3.542 -19.958
H -10.784 -3.760 -18.658
H -11.166 -5.009 -19.731
H -8.214 -1.521 -23.181
H -9.670 -1.937 -23.261
C -3.690 -2.939 -23.743
C -4.721 -2.897 -22.577
C -4.720 -1.534 -21.836
O -5.359 -1.503 -20.600
C -5.345 -0.183 -20.080
N -6.015 -3.220 -23.163
H -2.661 -3.003 -23.390
H -3.771 -2.056 -24.376
H -3.927 -3.708 -24.479
H -4.492 -3.670 -21.843
H -5.214 -0.844 -22.520
H -3.694 -1.178 -21.751
H -4.349 -0.014 -19.671
H -5.990 -0.040 -19.213
H -5.604 0.671 -20.705
H -6.293 -2.671 -23.964
H -5.860 -4.148 -23.531
C -7.027 -9.175 -20.083
C -8.174 -8.111 -19.885
C -8.617 -7.919 -18.455
O -9.047 -9.126 -17.911
C -9.337 -8.956 -16.524
N -7.674 -6.880 -20.513
H -6.015 -8.818 -19.895
H -7.033 -9.564 -21.101
H -7.105 -10.012 -19.389
H -9.004 -8.447 -20.506
H -9.410 -7.173 -18.398
H -7.868 -7.346 -17.908
H -8.414 -8.775 -15.973
H -9.858 -9.785 -16.044
H -9.941 -8.049 -16.520
H -7.228 -7.172 -21.371
H -6.884 -6.606 -19.946
C -10.718 -7.881 -23.892
C -9.868 -6.640 -23.703
C -9.800 -5.690 -24.860
O -8.689 -4.822 -24.541
C -8.514 -3.758 -25.495
N -10.268 -5.925 -22.550
H -10.365 -8.438 -24.760
H -11.784 -7.659 -23.933
H -10.590 -8.620 -23.101
H -8.880 -7.025 -23.451
H -10.720 -5.109 -24.922
H -9.546 -6.302 -25.726
H -7.612 -3.179 -25.298
H -9.278 -2.980 -25.504
H -8.368 -4.215 -26.473
H -11.139 -5.427 -22.663
H -10.621 -6.603 -21.889
C -5.340 -4.976 -18.702
C -6.703 -4.407 -18.593
C -6.836 -3.294 -17.532
O -8.045 -2.580 -17.743
C -8.333 -1.523 -16.797
N -6.979 -3.734 -19.889
H -4.750 -4.212 -19.209
H -5.315 -5.851 -19.352
H -4.887 -5.230 -17.744
H -7.469 -5.162 -18.415
H -6.008 -2.594 -17.648
H -6.703 -3.659 -16.514
H -9.098 -0.824 -17.134
H -7.456 -0.896 -16.636
H -8.553 -1.813 -15.769
H -6.266 -3.019 -19.900
H -7.694 -3.166 -19.460
*
```


(2)
Molecular formula: C18H19N5O4S
Method: DFT, ωB97M-V/def2-TZVPD

orbital gap: 8.06 eV
energy above the lowest of the compared OMol25 structures with the same formula, charge and spin: 19.5 kcal per mole

```
! RIJCOSX wB97M-V def2-TZVPD def2/J DEFGRID3
* xyz 0 1
C -4.655 -2.690 -1.852
O -5.539 -1.592 -1.839
C -5.185 -0.476 -1.161
C -6.110 0.572 -1.173
C -5.835 1.752 -0.513
C -4.648 1.914 0.179
C -3.735 0.869 0.195
N -2.540 1.049 0.904
N -2.093 2.275 1.232
N -1.023 2.144 1.885
N -0.696 0.871 2.035
C -1.634 0.169 1.424
S -1.700 -1.555 1.367
C -0.295 -1.975 2.454
C 1.018 -2.057 1.670
O 1.508 -3.129 1.386
N 1.508 -0.842 1.359
C 2.657 -0.536 0.618
C 3.627 -1.457 0.271
C 4.750 -1.073 -0.447
C 4.910 0.252 -0.821
O 5.969 0.751 -1.521
C 6.996 -0.134 -1.897
C 3.932 1.191 -0.482
C 2.810 0.811 0.226
O 1.792 1.644 0.588
C 1.915 3.024 0.341
C -3.984 -0.321 -0.477
H -5.159 -3.464 -2.427
H -3.708 -2.438 -2.338
H -4.458 -3.059 -0.841
H -7.033 0.431 -1.710
H -6.555 2.555 -0.533
H -4.418 2.829 0.701
H -0.258 -1.230 3.246
H -0.533 -2.961 2.852
H 0.976 -0.018 1.645
H 3.501 -2.486 0.564
H 5.484 -1.820 -0.698
H 7.725 0.472 -2.432
H 6.625 -0.923 -2.559
H 7.475 -0.588 -1.023
H 4.087 2.210 -0.797
H 1.025 3.471 0.782
H 2.809 3.435 0.817
H 1.942 3.236 -0.733
H -3.245 -1.104 -0.471
*
```


(3)
Molecular formula: I3PS
Method: DFT, ωB97M-V/def2-TZVPD

orbital gap (spin up / spin down): 6.54 / 6.19 eV
energy above the lowest of the compared OMol25 structures with the same formula, charge and spin: 35.7 kcal per mole

```
! RIJCOSX wB97M-V def2-TZVPD def2/J DEFGRID3
* xyz 0 1
P 1.282 -0.384 -0.679
S -1.357 -1.118 0.523
I -2.949 0.089 -0.495
I 0.581 2.003 -0.689
I 2.443 -0.591 1.340
*
```


(4)
Molecular formula: C5H7NS2
Method: DFT, ωB97M-V/def2-TZVPD

orbital gap: 8.65 eV
energy above the lowest of the compared OMol25 structures with the same formula, charge and spin: 26.7 kcal per mole

```
! RIJCOSX wB97M-V def2-TZVPD def2/J DEFGRID3
* xyz 0 1
S 2.726 1.157 -0.135
S 2.332 -0.889 -0.334
C 0.887 -1.114 1.018
N -0.257 -0.520 0.552
C -0.691 0.728 0.856
C -1.570 1.139 -0.100
C -1.643 0.109 -1.027
C -0.893 -0.903 -0.609
H 2.411 1.363 -1.439
H 0.663 -2.144 0.900
H 1.139 -0.600 2.018
H -0.272 1.348 1.643
H -2.231 1.975 -0.182
H -2.187 0.094 -1.930
H -0.412 -1.743 -1.232
*
```


(5)
Molecular formula: C11H17BN6OTc
Method: DFT, ωB97M-V/def2-TZVPD

orbital gap (spin up / spin down): 5.34 / 4.62 eV
<S²>: 3.84

```
! RIJCOSX wB97M-V def2-TZVPD def2/J DEFGRID3
* xyz 4 4
C 2.730 -0.789 0.911
N 1.439 -0.585 0.567
N 1.413 0.220 -0.569
C 2.696 0.424 -0.960
C 3.542 -0.159 -0.038
B 0.194 0.500 -1.493
N -0.722 -0.757 -1.304
N -0.932 -1.528 -0.117
C -1.610 -2.659 -0.513
C -1.705 -2.683 -1.909
C -1.149 -1.495 -2.359
Tc -0.149 -1.571 1.735
N -0.361 1.991 -1.616
N -0.818 2.807 -0.587
C -1.198 3.970 -1.130
C -0.958 3.962 -2.524
C -0.422 2.702 -2.779
H -1.640 4.799 -0.582
H -0.063 2.279 -3.697
H -1.144 4.749 -3.230
H 0.657 0.359 -2.620
H -0.995 -1.155 -3.378
H 2.898 0.924 -1.896
H -2.117 -3.477 -2.508
H 4.616 -0.143 -0.038
H -2.020 -3.377 0.183
H 3.014 -1.364 1.782
H -2.055 -0.962 2.418
C -2.061 -2.084 2.401
H -2.847 -2.414 1.723
H -1.105 -2.796 2.242
H -2.406 -2.377 3.410
C 1.093 0.588 3.726
O 0.299 -0.352 3.033
H 0.418 1.331 4.139
H 1.822 1.043 3.060
H 1.649 0.082 4.516
*
```


(6)
Molecular formula: C24H42AlB2CaCl3F7IN6O17S
Method: DFT, ωB97M-V/def2-TZVPD

orbital gap: 1.94 eV

```
! RIJCOSX wB97M-V def2-TZVPD def2/J DEFGRID3
* xyz 2 1
C 0.947 1.032 4.779
C 0.949 0.306 3.426
I 2.665 0.837 2.250
C 0.931 -1.214 3.669
N 0.095 -1.931 2.710
C 0.558 -2.310 1.523
N 1.632 -3.039 1.308
N 2.382 -3.428 2.419
S 2.132 -3.613 -0.259
O 1.134 -4.544 -0.613
O 3.446 -4.126 -0.169
C 2.115 -2.262 -1.573
F 3.044 -2.579 -2.433
F 2.335 -1.050 -1.084
F 0.970 -2.329 -2.217
N -0.304 -1.915 0.523
C -1.547 -1.426 1.117
C -1.637 0.053 0.756
C -2.227 0.382 -0.653
C -2.507 -0.792 -1.554
O -1.394 1.285 -1.280
C -1.450 2.612 -0.741
C -0.054 3.167 -0.641
C 0.827 2.925 -1.689
C 2.118 3.416 -1.686
C 2.547 4.156 -0.590
C 1.678 4.404 0.457
C 0.379 3.917 0.438
C -1.355 -1.750 2.652
O -1.892 -0.848 3.528
B -2.325 -1.434 4.750
O -2.745 -2.715 4.808
O -2.265 -0.631 5.871
H 0.175 0.602 5.415
H 1.915 1.003 5.267
H 0.637 2.060 4.606
H 0.075 0.669 2.898
H 1.946 -1.572 3.661
H 0.590 -1.395 4.686
H 2.670 -4.400 2.309
H 3.243 -2.883 2.439
H 0.114 -1.357 -0.205
H -2.384 -2.048 0.813
H -2.198 0.607 1.537
H -0.623 0.447 0.787
H -3.212 0.911 -0.465
H -2.902 -0.461 -2.512
H -1.608 -1.358 -1.782
H -3.269 -1.426 -1.101
H -2.018 3.264 -1.407
H -1.948 2.656 0.244
H 0.483 2.343 -2.534
H 2.796 3.239 -2.506
H 3.551 4.547 -0.543
H 2.019 4.978 1.305
H -0.274 4.129 1.275
H -1.734 -2.771 2.695
H -2.157 -3.233 5.382
H -2.916 0.075 5.803
N -0.145 -5.287 3.899
O 1.049 -5.482 4.108
O -0.746 -5.945 3.043
O -0.753 -4.409 4.534
Ca -4.607 1.261 0.612
C 6.596 1.203 0.963
Cl 7.135 2.233 2.280
Cl 5.047 1.796 0.309
Cl 7.800 1.110 -0.309
H 6.432 0.207 1.354
O -3.472 4.896 -1.927
C -3.511 5.888 -1.245
O -4.090 5.895 -0.027
C -4.085 7.246 0.511
C -2.964 7.957 -0.230
C -2.993 7.264 -1.593
H -5.062 7.693 0.324
H -3.920 7.203 1.584
H -3.099 9.034 -0.277
H -2.010 7.759 0.261
H -3.696 7.737 -2.281
H -2.009 7.201 -2.049
B -0.137 -3.871 -4.751
F -1.109 -3.132 -4.037
F 0.874 -4.291 -3.893
F -0.701 -4.925 -5.408
F 0.410 -2.905 -5.690
O 1.852 -3.833 -8.499
H 1.426 -3.519 -7.693
H 2.733 -4.093 -8.213
O -2.154 -4.880 -0.142
H -1.213 -4.728 -0.329
C 2.415 -0.607 -5.504
C 2.090 0.682 -4.763
O 2.560 1.819 -5.434
H 3.491 -0.701 -5.629
H 2.050 -1.497 -4.972
H 1.976 -0.610 -6.513
H 2.537 0.688 -3.770
H 0.965 0.772 -4.638
H 2.172 1.856 -6.316
Al -0.374 -0.408 -5.289
N -3.235 -6.872 4.947
O -2.105 -6.843 5.431
O -3.989 -7.794 5.183
O -3.584 -5.947 4.208
*
```


Number 1: E_tot -46622.4780 eV. Number 2: E_tot -45448.4972 eV. Number 3: E_tot -44425.5591 eV. Number 4: E_tot -28457.7070 eV. Number 5: E_tot -25491.4520 eV. Number 6: E_tot -171202.5323 eV.